ORCA calculation (ωB97M-V with the def2-TZVPD basis set) on the molecule C4H4O at a distorted geometry.

The geometry in ORCA input format:
```
! wB97M-V def2-TZVPD RIJCOSX def2/J DEFGRID3
* xyz 0 1
C 0.992 -0.428 -0.894
C -0.262 -0.566 -0.008
C -0.737 0.587 0.772
C -1.152 1.337 1.602
H 1.649 -1.066 -0.293
H 1.369 0.657 -1.066
H 0.770 -0.805 -1.876
H -1.969 2.029 1.686
O -0.658 -1.744 0.078
*
```

Values from the calculation:
Kohn-Sham gap: 9.907 eV
HOMO energy: -0.3825 hartree
ΔE to the lowest compared entry with this formula, charge and spin: 54.4 kcal/mol
SMILES: C#CC(C)=O
LUMO level: -0.018 Ha

=====

ORCA calculation (ωB97M-V with the def2-TZVPD basis set) on the molecule C2H5N3O2 at a distorted geometry.

The geometry in ORCA input format:
```
! wB97M-V def2-TZVPD RIJCOSX def2/J DEFGRID3
* xyz 0 1
C -1.429 -1.317 1.062
N 0.826 0.793 -0.234
C 0.630 -0.537 -0.069
O -0.362 -0.363 1.026
N 1.259 1.289 -1.412
N 1.306 2.533 -1.408
O 0.858 -1.537 -0.661
H -0.015 1.021 0.587
H 1.983 2.805 -2.127
H -2.180 -1.080 0.308
H -1.025 -2.310 0.863
H -1.852 -1.299 2.064
*
```

Values from the calculation:
Kohn-Sham gap: 10.211 eV
HOMO energy: -0.3575 hartree
ΔE to the lowest compared entry with this formula, charge and spin: 112.8 kcal/mol
SMILES: [H]/N=N/NC(=O)OC
LUMO level: 0.018 Ha

=====

ORCA calculation (ωB97M-V with the def2-TZVPD basis set) on a structure of composition C4H4O2Pr at a distorted geometry.

The geometry in ORCA input format:
```
! wB97M-V def2-TZVPD RIJCOSX def2/J DEFGRID3
* xyz 0 4
O 2.376 0.196 0.237
C 1.246 -0.458 0.414
H 1.041 -0.823 1.439
C 0.266 -0.580 -0.531
C -1.168 -0.592 -0.122
C -1.667 0.818 0.323
O -0.824 1.757 0.226
Pr 1.415 2.158 -0.317
H 0.507 -0.288 -1.565
H -1.326 -1.215 0.779
H -1.867 -0.973 -0.883
*
```

Values from the calculation:
Kohn-Sham gap (spin up / spin down): 5.051 / 4.868 eV
HOMO energy (spin up / spin down): -0.2204 / -0.2212 hartree
LUMO level (spin up / spin down): -0.035 / -0.042 Ha

=====

ORCA calculation (ωB97M-V with the def2-TZVPD basis set) on a structure of composition C15H33N2O2PSnTe4 at a distorted geometry.

The geometry in ORCA input format:
```
! wB97M-V def2-TZVPD RIJCOSX def2/J DEFGRID3
* xyz 0 1
Sn -1.369 -1.910 -0.787
N 0.802 -3.498 -1.153
C 1.276 -4.123 0.075
C 0.309 -5.207 0.521
C -1.083 -4.661 0.776
O -2.056 -5.427 0.620
O -1.214 -3.463 1.126
H 1.546 -2.937 -1.564
H 0.552 -4.214 -1.834
H 1.324 -3.345 0.843
H 2.278 -4.560 -0.047
H 0.652 -5.647 1.461
H 0.226 -6.008 -0.216
Te -5.953 -2.323 -0.418
Te -3.572 -2.055 0.957
Te -4.101 -4.348 -0.340
Te -2.934 -4.456 -2.688
C -0.973 1.897 2.480
C -1.105 2.276 1.004
C -2.548 1.976 0.591
C -0.821 3.767 0.840
P 0.055 1.052 0.077
N -0.614 -0.344 0.170
C 1.767 0.970 0.938
C 2.697 0.241 -0.029
C 1.624 0.071 2.168
C 2.387 2.311 1.322
C 0.258 1.618 -1.746
C -1.150 1.884 -2.271
C 1.107 2.870 -1.947
C 0.845 0.488 -2.585
H -1.779 2.346 3.062
H -0.036 2.249 2.901
H -1.031 0.816 2.588
H -3.235 2.263 1.388
H -2.655 0.907 0.409
H -2.846 2.508 -0.306
H -1.462 4.319 1.528
H -1.045 4.114 -0.166
H 0.212 4.009 1.074
H 2.190 -0.639 -0.417
H 3.601 -0.081 0.486
H 3.002 0.882 -0.850
H 0.926 -0.734 1.942
H 1.271 0.606 3.043
H 2.585 -0.372 2.423
H 2.460 2.978 0.468
H 3.396 2.139 1.701
H 1.825 2.813 2.105
H -1.555 2.809 -1.875
H -1.810 1.058 -2.009
H -1.136 1.968 -3.357
H 0.771 3.698 -1.332
H 1.034 3.173 -2.992
H 2.155 2.682 -1.734
H 0.410 -0.466 -2.296
H 1.922 0.416 -2.490
H 0.617 0.649 -3.637
*
```

Values from the calculation:
Kohn-Sham gap: 5.869 eV
HOMO energy: -0.2446 hartree
ΔE to the lowest compared entry with this formula, charge and spin: 13.5 kcal/mol
LUMO level: -0.029 Ha